Record 1
Molecular formula: C4H3NO2S
Method: DFT, ωB97M-V/def2-TZVPD

The geometry in ORCA input format:
```
! wB97M-V def2-TZVPD RIJCOSX def2/J DEFGRID3
* xyz 0 1
O 2.681 -1.217 -0.580
C 1.633 -0.579 -0.512
O 0.859 -0.294 -1.614
N -0.493 -0.868 -1.492
C -1.148 -0.280 -0.661
C -0.947 0.842 0.353
C 0.124 0.839 1.131
S 1.037 -0.681 1.188
H -2.067 -1.014 -0.358
H -1.626 1.714 0.462
H -0.053 1.538 2.083
*
```

The LUMO energy comes out at -0.002 Eh. As for the SMILES: O=C1ON=CC=CS1. Its total energy is -20612.35570 eV. The energy above the lowest of the compared OMol25 structures with the same formula, charge and spin comes out at 108.4 kcal/mol.

Löwdin atomic charge list, values in e, 6 entries: 0.0167, -0.6939, -0.0490, 0.1034, -0.2139, -0.1668

---

Record 2
Molecular formula: C31H44N2O7SSbV
Method: DFT, ωB97M-V/def2-TZVPD

The geometry in ORCA input format:
```
! wB97M-V def2-TZVPD RIJCOSX def2/J DEFGRID3
* xyz -2 3
V 0.197 -0.195 0.520
C -6.622 0.675 0.173
O -6.352 0.469 1.534
C -5.020 0.266 1.877
C -4.751 0.057 3.222
C -3.442 -0.159 3.621
C -2.339 -0.178 2.729
C -1.017 -0.414 3.184
C -0.609 -0.304 4.625
O -0.020 -0.765 2.399
C -2.643 0.073 1.336
O -1.733 0.172 0.408
C -3.981 0.268 0.953
H -7.703 0.789 0.085
H -6.297 -0.172 -0.441
H -6.134 1.580 -0.208
H -5.562 0.053 3.940
H -3.262 -0.348 4.673
H -1.375 0.135 5.264
H 0.282 0.329 4.677
H -0.329 -1.280 5.046
H -4.140 0.468 -0.098
O 1.104 3.071 -1.794
C 0.720 2.284 -0.931
O 0.543 1.023 -1.118
C 0.509 2.748 0.554
O 0.493 3.945 0.820
O 0.432 1.766 1.356
C -1.740 -2.900 -1.033
C -0.292 -3.005 -0.532
C 0.600 -3.619 -1.618
C -0.265 -3.892 0.722
N 0.176 -1.695 -0.193
H -2.121 -3.887 -1.321
H -1.786 -2.234 -1.893
H -2.376 -2.482 -0.251
H 0.525 -3.035 -2.537
H 0.304 -4.652 -1.832
H 1.642 -3.614 -1.289
H -0.822 -4.820 0.553
H -0.715 -3.354 1.558
H 0.761 -4.155 0.988
C 0.291 -1.761 -6.331
C -0.637 -0.640 -5.878
C -2.087 -1.098 -6.004
Sb -0.215 -0.160 -3.764
C -1.396 1.654 -3.605
C -1.748 2.355 -4.909
C -2.626 1.379 -2.749
C 1.718 0.797 -4.043
C 2.031 1.340 -5.430
C 2.815 -0.129 -3.531
H 0.067 -2.085 -7.357
H 0.175 -2.637 -5.684
H 1.344 -1.476 -6.295
H -0.478 0.245 -6.502
H -2.273 -1.960 -5.354
H -2.328 -1.407 -7.030
H -2.798 -0.323 -5.714
H -0.722 2.304 -3.044
H -2.415 1.760 -5.539
H -0.862 2.594 -5.502
H -2.265 3.300 -4.701
H -3.326 0.702 -3.255
H -3.167 2.310 -2.540
H -2.352 0.930 -1.791
H 1.627 1.638 -3.350
H 2.092 0.553 -6.187
H 3.001 1.856 -5.426
H 1.283 2.060 -5.765
H 2.932 -1.015 -4.167
H 2.588 -0.478 -2.520
H 3.785 0.384 -3.508
S 4.940 0.250 0.263
C 3.249 0.626 0.190
N 2.458 -0.191 0.788
C 3.172 -1.221 1.395
C 2.608 -2.250 2.154
C 3.455 -3.203 2.681
C 4.839 -3.142 2.474
C 5.406 -2.118 1.743
C 4.557 -1.151 1.206
H 2.898 1.491 -0.354
H 1.538 -2.239 2.318
H 3.043 -4.012 3.271
H 5.477 -3.909 2.898
H 6.477 -2.067 1.590
*
```

Its expectation value of S² is 2.0672. The LUMO energy (spin up / spin down) comes out at 0.144 / 0.143 Eh. Its total energy is -93237.98899 eV. The energy above the lowest of the compared OMol25 structures with the same formula, charge and spin comes out at 1.1 kcal/mol.

Löwdin atomic charge list, values in e, 6 entries: 0.9076, -0.1343, -0.1207, -0.3061, -0.0745, -0.0652

---

Record 3
Molecular formula: C3H7NO
Method: DFT, ωB97M-V/def2-TZVPD

The geometry in ORCA input format:
```
! wB97M-V def2-TZVPD RIJCOSX def2/J DEFGRID3
* xyz 0 1
C 1.231 -0.220 -1.233
N 0.933 -0.019 0.180
C -0.291 0.583 0.454
C -1.187 -0.236 1.356
O -0.652 1.600 -0.101
H 0.514 -0.925 -1.684
H 2.238 -0.628 -1.343
H 1.160 0.731 -1.760
H 1.106 -0.845 0.735
H -1.510 -1.083 0.736
H -2.067 0.329 1.660
H -0.668 -0.644 2.228
*
```

The LUMO energy comes out at 0.032 Eh. As for the SMILES: CNC(C)=O. Its total energy is -6762.18769 eV. The energy above the lowest of the compared OMol25 structures with the same formula, charge and spin comes out at 13.0 kcal/mol.

Löwdin atomic charge list, values in e, 6 entries: -0.0903, -0.0249, -0.5512, -0.0099, 0.0654, 0.0867